(1)
{"formula": "C16H51F6NO22S2Y", "method": "the ωB97M-V functional and the def2-TZVPD basis", "gap_ev": 5.7, "homo_ev": -11.373, "largest_force_ev_per_a": 4.5, "total_charge": 1, "symbols": ["Y", "C", "F", "F", "F", "S", "O", "O", "O", "C", "F", "F", "F", "S", "O", "O", "O", "O", "H", "H", "O", "H", "H", "O", "H", "H", "O", "H", "H", "O", "H", "H", "C", "C", "O", "O", "H", "H", "H", "H", "H", "H", "C", "C", "O", "O", "H", "H", "H", "H", "H", "H", "C", "C", "O", "O", "H", "H", "H", "H", "H", "H", "C", "C", "O", "O", "H", "H", "H", "H", "H", "H", "C", "C", "O", "O", "H", "H", "H", "H", "H", "H", "C", "C", "C", "O", "C", "N", "H", "H", "H", "H", "H", "H", "H", "H", "H", "H", "H"], "xyz": [[-4.456, 0.388, 1.256], [-2.486, -2.893, 3.933], [-2.724, -1.852, 4.735], [-1.417, -2.686, 3.169], [-2.381, -3.973, 4.675], [-3.933, -3.007, 2.736], [-5.161, -3.100, 3.501], [-3.847, -1.691, 2.026], [-3.601, -4.095, 1.839], [-0.432, -1.221, -0.781], [0.860, -1.310, -0.937], [-1.010, -0.890, -1.943], [-0.945, -2.349, -0.319], [-0.883, 0.128, 0.452], [-0.216, -0.147, 1.689], [-0.520, 1.423, -0.094], [-2.351, -0.009, 0.552], [3.442, 0.324, -0.454], [3.596, -0.636, -0.455], [3.618, 0.591, 0.457], [1.789, 2.695, -0.637], [1.024, 2.151, -0.363], [2.481, 2.073, -0.902], [-3.326, 2.584, 1.312], [-3.039, 3.064, 0.473], [-2.821, 2.975, 2.041], [-4.756, -1.170, -0.442], [-5.268, -1.972, -0.239], [-4.517, -1.255, -1.376], [-4.439, 1.463, -0.911], [-3.968, 1.377, -1.761], [-4.965, 2.274, -0.999], [0.740, -0.727, 5.407], [1.678, -1.066, 4.223], [2.060, 0.060, 3.458], [0.795, -1.782, 6.357], [-0.217, -0.562, 4.904], [1.115, 0.153, 5.923], [1.107, -1.796, 3.636], [2.623, -1.492, 4.564], [1.343, 0.238, 2.834], [0.605, -2.612, 5.904], [2.837, 0.384, -3.762], [2.235, 1.414, -4.670], [1.325, 0.827, -5.617], [3.751, -0.468, -4.459], [2.103, -0.239, -3.244], [3.443, 0.946, -3.049], [3.053, 1.925, -5.184], [1.742, 2.207, -4.103], [1.840, 0.624, -6.404], [3.184, -0.912, -5.105], [3.522, -3.354, 0.394], [2.971, -3.282, 1.820], [3.993, -3.631, 2.752], [4.433, -2.282, 0.202], [2.686, -3.316, -0.299], [4.078, -4.289, 0.291], [2.076, -3.897, 1.943], [2.739, -2.220, 1.965], [3.561, -3.696, 3.609], [5.164, -2.372, 0.823], [1.217, 5.179, 2.080], [0.950, 3.726, 2.420], [0.843, 3.565, 3.863], [0.055, 5.964, 2.336], [1.369, 5.047, 0.998], [2.068, 5.570, 2.637], [1.889, 3.198, 2.237], [0.080, 3.368, 1.876], [1.754, 3.608, 4.164], [0.249, 6.850, 2.016], [0.694, -5.684, -1.299], [1.303, -6.201, -2.557], [0.983, -7.568, -2.762], [1.377, -6.280, -0.177], [-0.365, -5.954, -1.254], [0.788, -4.606, -1.140], [2.386, -6.062, -2.513], [0.875, -5.611, -3.368], [1.446, -8.084, -2.094], [0.763, -6.398, 0.553], [-2.759, 3.644, -4.708], [-2.183, 3.380, -3.298], [-3.000, 4.098, -2.251], [-2.551, 3.876, -0.891], [-1.256, 4.455, -0.639], [-2.079, 1.940, -3.075], [-2.911, 4.712, -4.865], [-3.731, 3.146, -4.774], [-2.185, 3.208, -5.524], [-1.161, 3.780, -3.263], [-4.040, 3.759, -2.247], [-2.950, 5.172, -2.443], [-1.098, 5.410, -1.135], [-0.469, 3.732, -0.860], [-1.213, 4.595, 0.444], [-1.705, 1.854, -2.138], [-1.364, 1.576, -3.694]], "mulliken_charge": [1.566, 0.601, -0.227, -0.143, -0.201, 1.178, -0.661, -0.373, -0.631, 0.216, -0.073, -0.201, -0.072, -0.353, 0.212, -0.401, 0.209, -0.534, 0.221, 0.261, -0.650, 0.379, 0.297, -0.423, 0.510, 0.283, -0.375, 0.289, 0.277, -0.505, 0.163, 0.329, -0.263, -0.084, -0.541, -0.560, 0.038, 0.340, 0.021, 0.423, 0.378, 0.311, 0.198, -0.509, -0.562, -0.573, 0.001, 0.199, 0.356, 0.213, 0.335, 0.327, -0.042, -0.210, -0.601, -0.607, -0.075, 0.345, 0.396, 0.177, 0.317, 0.325, -0.492, 0.492, -0.577, -0.560, 0.310, 0.403, 0.393, -0.637, 0.354, 0.324, 0.283, -0.634, -0.542, -0.560, 0.395, -0.179, 0.321, 0.326, 0.324, 0.285, -1.562, 0.808, -1.098, -0.583, -0.648, -0.535, 0.398, 0.367, 0.377, 0.239, 0.249, 0.531, 0.433, 0.134, 0.273, 0.060, 0.291]}

***

(2)
{"formula": "C16H52N2O9", "method": "the ωB97M-V functional and the def2-TZVPD basis", "gap_ev": 9.5, "smiles": "COC[C@H](C)N.COC[C@H](C)N.CCO.CCO.CCO.CCO.O.O.O", "e_above_lowest_kcal_mol": 38.4, "homo_ev": -9.243, "largest_force_ev_per_a": 2.6, "symbols": ["C", "O", "C", "C", "C", "N", "H", "H", "H", "H", "H", "H", "H", "H", "H", "H", "H", "C", "O", "C", "C", "C", "N", "H", "H", "H", "H", "H", "H", "H", "H", "H", "H", "H", "C", "C", "O", "H", "H", "H", "H", "H", "H", "C", "C", "O", "H", "H", "H", "H", "H", "H", "C", "C", "O", "H", "H", "H", "H", "H", "H", "C", "C", "O", "H", "H", "H", "H", "H", "H", "O", "H", "H", "O", "H", "H", "O", "H", "H"], "xyz": [[-3.262, 2.582, 9.301], [-2.172, 3.190, 8.662], [-2.318, 3.093, 7.262], [-1.069, 3.587, 6.574], [-0.966, 5.119, 6.649], [-1.122, 3.290, 5.154], [-4.123, 3.249, 9.270], [-2.945, 2.464, 10.338], [-3.543, 1.608, 8.901], [-2.441, 2.032, 7.044], [-3.234, 3.530, 6.865], [-0.139, 3.172, 6.962], [-0.896, 5.495, 7.669], [-1.808, 5.598, 6.150], [-0.077, 5.479, 6.131], [-1.610, 2.421, 4.989], [-1.605, 4.003, 4.626], [-0.484, 4.176, -4.057], [-1.820, 4.244, -4.561], [-2.619, 3.050, -4.458], [-4.140, 3.258, -4.791], [-4.380, 3.485, -6.304], [-4.720, 4.321, -4.018], [-0.452, 3.795, -3.036], [0.053, 5.124, -4.104], [0.116, 3.415, -4.556], [-2.215, 2.278, -5.113], [-2.508, 2.569, -3.486], [-4.651, 2.336, -4.512], [-4.222, 2.493, -6.727], [-3.828, 4.209, -6.904], [-5.425, 3.794, -6.345], [-4.199, 5.160, -4.234], [-4.560, 4.367, -3.022], [2.168, -4.644, 3.516], [1.486, -5.336, 2.333], [0.059, -5.281, 2.492], [3.244, -4.801, 3.592], [1.798, -5.080, 4.444], [1.992, -3.578, 3.662], [1.885, -6.350, 2.299], [1.788, -4.810, 1.427], [-0.358, -5.403, 1.635], [2.757, -3.509, -5.734], [3.048, -4.386, -4.550], [2.278, -5.536, -4.592], [1.696, -3.620, -5.958], [3.337, -3.881, -6.578], [3.015, -2.464, -5.557], [2.930, -3.820, -3.626], [4.068, -4.769, -4.580], [2.588, -5.947, -5.402], [-4.862, -4.085, -0.947], [-3.677, -4.234, -2.010], [-3.081, -5.470, -1.756], [-5.404, -3.143, -1.030], [-4.561, -4.170, 0.098], [-5.477, -4.972, -1.100], [-2.917, -3.460, -1.905], [-4.028, -4.030, -3.021], [-2.386, -5.618, -2.401], [7.275, 0.362, -3.124], [8.198, -0.779, -3.669], [9.584, -0.603, -3.358], [7.490, 0.628, -2.089], [6.232, 0.095, -2.954], [7.472, 1.265, -3.702], [8.056, -0.987, -4.730], [7.897, -1.733, -3.237], [9.916, -1.503, -3.399], [1.210, -0.051, 0.559], [1.840, 0.453, 1.075], [0.405, -0.030, 1.077], [3.949, 2.609, 3.322], [3.056, 2.878, 3.537], [4.463, 3.415, 3.380], [-2.217, -1.557, 3.218], [-2.927, -1.593, 3.859], [-1.897, -2.458, 3.164]], "mulliken_charge": [-0.747, -0.320, -0.622, 0.498, -1.482, -0.626, 0.305, 0.242, 0.319, 0.349, 0.307, 0.228, 0.344, 0.368, 0.377, 0.216, 0.247, -0.754, -0.304, -0.795, 0.444, -1.364, -0.774, 0.313, 0.251, 0.306, 0.386, 0.420, 0.311, 0.351, 0.276, 0.395, 0.283, 0.253, -1.116, -0.081, -0.523, 0.347, 0.296, 0.299, 0.233, 0.248, 0.298, -0.965, -0.254, -0.528, 0.291, 0.286, 0.318, 0.310, 0.226, 0.316, -1.006, -0.219, -0.519, 0.338, 0.269, 0.279, 0.275, 0.291, 0.294, -0.994, -0.227, -0.509, 0.302, 0.335, 0.250, 0.278, 0.260, 0.305, -0.653, 0.324, 0.324, -0.638, 0.322, 0.315, -0.627, 0.310, 0.317]}

***

(3)
{"formula": "C16H52N6O10", "method": "the ωB97M-V functional and the def2-TZVPD basis", "gap_ev": 9.3, "smiles": "NC(N)=O.NC(N)=O.NC(N)=O.CCO.CCO.CCO.CCO.CCO.CCO.CO", "e_above_lowest_kcal_mol": 180.4, "homo_ev": -9.213, "largest_force_ev_per_a": 9.9, "symbols": ["N", "C", "N", "O", "H", "H", "H", "H", "N", "C", "N", "O", "H", "H", "H", "H", "N", "C", "N", "O", "H", "H", "H", "H", "C", "C", "O", "H", "H", "H", "H", "H", "H", "C", "C", "O", "H", "H", "H", "H", "H", "H", "C", "C", "O", "H", "H", "H", "H", "H", "H", "C", "C", "O", "H", "H", "H", "H", "H", "H", "C", "C", "O", "H", "H", "H", "H", "H", "H", "C", "C", "O", "H", "H", "H", "H", "H", "H", "C", "O", "H", "H", "H", "H"], "xyz": [[3.556, -0.159, -0.120], [4.248, -1.244, 0.041], [5.230, -1.358, -0.788], [4.068, -2.155, 1.059], [2.628, -0.320, 0.262], [3.531, 0.523, -0.877], [5.901, -2.104, -0.779], [5.148, -0.863, -1.671], [1.015, -0.962, 0.384], [0.374, 0.090, 0.045], [0.566, 1.047, 0.883], [-0.374, 0.252, -1.147], [0.841, -1.844, -0.100], [1.235, -1.107, 1.380], [0.363, 2.006, 0.585], [1.078, 1.201, 1.729], [1.801, -1.360, 3.003], [1.232, -0.273, 3.465], [1.877, 0.825, 3.255], [0.006, -0.318, 4.066], [1.444, -2.299, 3.007], [2.888, -1.395, 3.020], [1.551, 1.726, 3.584], [2.842, 0.911, 2.945], [-3.510, 2.847, 1.086], [-2.372, 1.928, 0.621], [-2.344, 1.021, 1.714], [-3.852, 3.583, 0.377], [-3.299, 3.406, 2.018], [-4.484, 2.361, 1.133], [-1.430, 2.469, 0.591], [-2.700, 1.369, -0.279], [-1.448, 0.821, 1.969], [-2.359, -0.035, -3.719], [-3.565, -0.773, -4.428], [-4.362, 0.410, -4.735], [-1.657, -0.783, -3.322], [-2.496, 0.686, -2.931], [-1.837, 0.340, -4.567], [-4.128, -1.449, -3.804], [-3.305, -1.327, -5.386], [-5.211, 0.108, -4.907], [-2.668, -2.756, -1.286], [-3.466, -3.901, -0.657], [-3.812, -4.894, -1.594], [-3.165, -2.045, -1.909], [-1.972, -3.234, -1.907], [-2.232, -2.043, -0.645], [-4.398, -3.473, -0.338], [-3.044, -4.422, 0.277], [-4.606, -5.279, -1.298], [-1.146, 2.718, 4.363], [-0.711, 2.569, 5.869], [-1.661, 3.116, 6.762], [-0.512, 2.100, 3.744], [-1.125, 3.794, 4.132], [-2.173, 2.297, 4.360], [0.192, 3.155, 5.903], [-0.431, 1.475, 5.869], [-1.500, 2.773, 7.642], [2.657, 2.971, -0.721], [1.861, 4.163, -0.400], [0.570, 3.853, 0.181], [2.023, 2.301, -1.277], [3.192, 2.570, 0.093], [3.479, 3.330, -1.313], [1.626, 4.746, -1.247], [2.436, 4.802, 0.316], [0.065, 4.635, 0.334], [1.243, -1.964, -3.773], [2.055, -0.736, -3.105], [1.402, 0.502, -3.209], [1.703, -2.938, -3.450], [1.377, -2.064, -4.822], [0.295, -2.168, -3.388], [2.982, -0.702, -3.628], [2.288, -0.962, -2.051], [0.695, 0.459, -2.530], [1.564, -3.887, -0.407], [0.419, -3.281, -0.900], [2.304, -3.231, -0.846], [1.625, -4.977, -0.595], [1.570, -3.710, 0.623], [0.319, -3.423, -1.818]], "mulliken_charge": [-0.097, 0.386, -0.333, -0.721, -0.134, 0.347, 0.274, 0.196, 0.723, -0.110, 1.239, -0.869, 0.250, 0.100, -0.077, -0.358, -0.535, 0.444, -0.476, -0.626, 0.242, 0.244, 0.203, 0.248, -1.456, 1.099, -0.633, 0.431, 0.251, 0.390, -0.341, -0.119, 0.312, -0.603, -0.218, -0.508, -0.101, 0.178, 0.458, 0.328, 0.224, 0.273, -0.420, -0.456, -0.532, 0.157, 0.144, 0.200, 0.332, 0.224, 0.309, -0.517, -0.503, -0.506, -0.080, 0.425, 0.305, 0.233, 0.328, 0.310, -0.766, -0.632, -0.479, 0.093, 0.388, 0.482, 0.422, 0.288, 0.255, -1.166, 0.752, -0.586, 0.387, 0.449, -0.016, 0.559, -0.646, 0.265, -0.745, -0.622, 0.140, 0.331, 0.166, 0.207]}

***

(4)
{"formula": "C16H52O10", "method": "the ωB97M-V functional and the def2-TZVPD basis", "gap_ev": 9.9, "smiles": "CC(C)O.CC(C)O.CC(C)O.CO.CO.CO.CO.CO.CO.CO", "e_above_lowest_kcal_mol": 88.9, "homo_ev": -9.559, "largest_force_ev_per_a": 2.6, "symbols": ["C", "C", "C", "O", "H", "H", "H", "H", "H", "H", "H", "H", "C", "C", "C", "O", "H", "H", "H", "H", "H", "H", "H", "H", "C", "C", "C", "O", "H", "H", "H", "H", "H", "H", "H", "H", "C", "O", "H", "H", "H", "H", "C", "O", "H", "H", "H", "H", "C", "O", "H", "H", "H", "H", "C", "O", "H", "H", "H", "H", "C", "O", "H", "H", "H", "H", "C", "O", "H", "H", "H", "H", "C", "O", "H", "H", "H", "H"], "xyz": [[7.750, 13.039, 10.353], [7.307, 11.936, 11.240], [6.090, 11.126, 10.806], [8.342, 10.999, 11.362], [6.969, 13.763, 10.273], [7.969, 12.627, 9.377], [8.766, 13.436, 10.599], [7.054, 12.333, 12.225], [5.738, 10.422, 11.604], [6.288, 10.581, 9.878], [5.257, 11.763, 10.492], [9.126, 11.424, 11.795], [11.957, 15.793, 7.970], [12.282, 16.088, 9.432], [13.129, 17.335, 9.627], [11.089, 16.238, 10.231], [12.831, 15.819, 7.407], [11.304, 16.550, 7.509], [11.602, 14.762, 7.809], [12.907, 15.216, 9.802], [14.137, 17.033, 9.434], [13.034, 17.687, 10.668], [12.811, 18.184, 9.021], [10.595, 15.405, 10.213], [10.872, 12.167, 8.390], [10.871, 10.666, 8.823], [11.538, 10.613, 10.201], [9.539, 10.183, 8.799], [10.492, 12.147, 7.397], [11.866, 12.656, 8.456], [10.114, 12.628, 9.042], [11.479, 10.028, 8.163], [11.715, 9.579, 10.593], [10.878, 11.120, 10.916], [12.496, 11.159, 10.240], [9.059, 10.474, 9.595], [8.140, 11.076, 16.489], [9.290, 10.894, 15.644], [7.938, 10.105, 16.926], [8.420, 11.751, 17.236], [7.313, 11.515, 15.980], [8.989, 10.352, 14.910], [11.448, 11.975, 13.225], [10.134, 12.219, 12.639], [11.594, 12.590, 14.075], [11.573, 10.950, 13.580], [12.193, 12.245, 12.436], [9.649, 12.703, 13.375], [9.853, 7.162, 7.231], [9.138, 8.335, 6.801], [10.977, 7.247, 7.258], [9.664, 6.985, 8.281], [9.584, 6.231, 6.635], [9.190, 8.883, 7.593], [9.400, 15.674, 13.875], [9.299, 14.319, 14.427], [9.472, 15.496, 12.804], [8.489, 16.264, 14.133], [10.250, 16.150, 14.337], [9.250, 14.302, 15.400], [8.154, 7.869, 13.540], [7.799, 9.294, 13.722], [7.265, 7.374, 12.993], [9.043, 7.829, 12.910], [8.380, 7.479, 14.535], [8.008, 9.636, 12.833], [6.471, 10.532, 6.578], [6.056, 10.226, 5.230], [5.886, 11.370, 6.923], [6.397, 9.624, 7.200], [7.555, 10.687, 6.554], [6.138, 9.262, 5.114], [6.812, 7.111, 8.657], [6.791, 7.183, 7.268], [7.093, 6.064, 9.052], [7.568, 7.826, 9.086], [5.807, 7.354, 8.984], [7.628, 7.634, 7.029]], "mulliken_charge": [-1.177, 0.736, -1.379, 0.106, 0.579, 0.276, -0.125, 0.279, 0.297, 0.059, 0.401, 0.358, -1.131, 0.813, -1.444, -0.548, 0.412, 0.328, 0.174, 0.073, 0.393, 0.354, 0.333, 0.230, -1.255, 0.461, 0.099, -0.195, 0.402, 0.470, -0.048, 0.342, 0.302, -0.870, 0.502, -0.137, -0.737, -0.480, 0.312, 0.300, 0.264, 0.389, -0.838, -0.586, 0.418, 0.244, 0.211, 0.092, -0.708, -0.555, 0.284, 0.313, 0.296, 0.562, -0.411, -0.456, 0.100, 0.258, 0.258, 0.235, -0.694, -0.536, 0.196, 0.298, 0.287, 0.295, -0.218, -0.580, 0.325, -0.038, 0.193, 0.315, -0.370, -0.616, 0.242, -0.053, 0.290, 0.425]}